Record 1
{
  "formula": "C27H22N6O4S4SbTc",
  "method": "the ωB97M-V functional and the def2-TZVPD basis",
  "lumo_energy_ev": [-8.20, -8.20],
  "charge": 2,
  "homo_ev": [-13.495, -13.494],
  "orbital_gap_ev": [5.29, 5.29],
  "species": ["Tc", "C", "C", "C", "C", "C", "N", "C", "C", "C", "C", "C", "C", "C", "N", "C", "C", "C", "N", "C", "C", "N", "C", "C", "C", "N", "H", "H", "H", "H", "H", "H", "H", "H", "H", "H", "H", "H", "H", "H", "H", "H", "H", "H", "O", "C", "C", "C", "C", "C", "C", "C", "O", "N", "O", "O", "H", "H", "H", "H", "S", "Sb", "S", "S", "S"],
  "positions_angstrom": [[-0.30, -0.77, -0.46], [5.00, 3.12, 1.46], [3.72, 2.60, 0.89], [2.51, 3.26, 1.10], [1.34, 2.78, 0.58], [1.30, 1.59, -0.17], [0.07, 1.10, -0.65], [-0.86, 2.07, -1.06], [-0.43, 3.15, -1.85], [-1.29, 4.15, -2.24], [-2.63, 4.11, -1.87], [-3.57, 5.21, -2.26], [-3.08, 3.03, -1.13], [-2.22, 2.01, -0.72], [-2.74, 1.00, 0.13], [-3.90, 1.06, 0.84], [-4.06, -0.14, 1.49], [-2.95, -0.90, 1.13], [-2.16, -0.20, 0.32], [2.51, 0.90, -0.36], [3.69, 1.42, 0.15], [2.60, -0.29, -1.13], [3.66, -0.73, -1.83], [3.33, -1.94, -2.39], [2.02, -2.19, -1.97], [1.58, -1.18, -1.22], [4.99, 4.21, 1.48], [5.87, 2.78, 0.91], [5.11, 2.78, 2.50], [2.49, 4.17, 1.70], [0.41, 3.30, 0.77], [0.61, 3.18, -2.16], [-0.92, 4.97, -2.85], [-3.06, 6.18, -2.24], [-4.44, 5.26, -1.61], [-3.92, 5.06, -3.28], [-4.13, 2.98, -0.87], [-4.51, 1.94, 0.89], [-4.88, -0.44, 2.13], [-2.68, -1.90, 1.43], [4.62, 0.88, -0.01], [4.56, -0.14, -1.93], [3.95, -2.57, -3.00], [1.39, -3.03, -2.19], [0.51, -0.65, 1.43], [0.73, -1.57, 2.25], [0.49, -2.95, 2.07], [0.91, -3.83, 3.09], [0.75, -5.18, 2.93], [0.16, -5.71, 1.77], [-0.26, -4.88, 0.77], [-0.12, -3.48, 0.88], [-0.52, -2.71, -0.08], [1.21, -6.08, 3.99], [1.75, -5.57, 4.95], [1.02, -7.27, 3.83], [1.16, -1.27, 3.21], [1.36, -3.44, 3.99], [0.06, -6.78, 1.69], [-0.73, -5.27, -0.12], [-3.66, -3.02, -3.64], [-5.15, -1.03, -4.19], [-1.35, -1.09, -2.51], [-2.67, -2.50, -1.97], [-4.31, 0.45, -2.75]]
}

Record 2
{
  "formula": "C37H34ClF5N2O5",
  "method": "the ωB97M-V functional and the def2-TZVPD basis",
  "lumo_energy_ev": -1.93,
  "homo_ev": -8.863,
  "smiles": "[H]/N=C\\Cc1c(CCC)c(CCOC=O)c2c(c1C[C@@H](O)C(F)(F)F)C(=O)c1c(Cl)ccc(N)c1C2=O.Fc1ccccc1.Fc1ccccc1",
  "orbital_gap_ev": 6.93,
  "species": ["C", "C", "C", "C", "C", "C", "C", "N", "C", "C", "C", "O", "C", "F", "F", "F", "C", "C", "C", "C", "C", "O", "C", "O", "C", "O", "C", "C", "N", "C", "C", "C", "Cl", "C", "C", "O", "H", "H", "H", "H", "H", "H", "H", "H", "H", "H", "H", "H", "H", "H", "H", "H", "H", "H", "H", "H", "H", "H", "H", "H", "F", "C", "C", "C", "C", "C", "C", "H", "H", "H", "H", "H", "F", "C", "C", "C", "C", "C", "C", "H", "H", "H", "H", "H"],
  "positions_angstrom": [[-0.18, -3.32, -1.30], [1.31, -3.13, -1.97], [2.51, -2.85, -0.84], [2.09, -1.65, 0.24], [1.44, -1.96, 1.74], [1.27, -3.58, 2.10], [2.74, -4.30, 2.43], [3.06, -4.88, 3.64], [0.98, -0.74, 2.79], [0.29, -1.07, 4.24], [1.24, -0.82, 5.55], [0.99, -1.95, 6.50], [2.85, -0.82, 5.26], [3.35, -2.02, 4.54], [3.52, -0.85, 6.61], [3.36, 0.42, 4.60], [1.27, 0.81, 2.26], [1.94, 1.12, 0.75], [2.35, -0.10, -0.31], [2.96, 0.15, -1.81], [4.61, 0.23, -1.70], [5.10, 0.77, -2.98], [5.30, 2.24, -2.90], [4.35, 3.08, -3.39], [2.20, 2.71, 0.31], [3.15, 3.11, -0.55], [1.23, 3.92, 0.92], [0.95, 5.35, 0.12], [1.60, 5.68, -1.22], [-0.05, 6.50, 0.75], [-0.74, 6.19, 2.21], [-0.45, 4.75, 3.01], [-1.34, 4.53, 4.63], [0.55, 3.60, 2.40], [0.92, 2.16, 3.16], [0.96, 2.21, 4.50], [-1.02, -3.34, -2.13], [-0.47, -2.44, -0.56], [-0.30, -4.34, -0.69], [1.60, -4.13, -2.56], [1.24, -2.28, -2.78], [3.47, -2.58, -1.47], [2.70, -3.89, -0.33], [0.85, -4.18, 1.16], [0.50, -3.77, 2.97], [3.61, -4.28, 1.61], [2.23, -4.81, 4.27], [-0.13, -2.18, 4.34], [-0.68, -0.38, 4.32], [0.84, 0.14, 6.09], [0.22, -1.71, 7.11], [2.72, -0.69, -2.59], [2.54, 1.16, -2.29], [4.99, -0.88, -1.58], [4.84, 0.91, -0.77], [6.30, 2.71, -2.47], [2.60, 5.93, -1.06], [1.52, 4.88, -1.89], [-0.28, 7.53, 0.22], [-1.48, 6.98, 2.71], [-1.97, -1.57, -0.93], [-2.18, -0.25, -0.86], [-1.62, 0.48, 0.18], [-1.84, 1.86, 0.25], [-2.63, 2.49, -0.71], [-3.19, 1.74, -1.75], [-2.97, 0.37, -1.83], [-1.02, -0.02, 0.93], [-1.40, 2.44, 1.06], [-2.80, 3.56, -0.66], [-3.81, 2.23, -2.50], [-3.39, -0.22, -2.63], [-3.81, -1.70, -4.31], [-5.11, -1.80, -4.59], [-5.89, -2.75, -3.92], [-7.25, -2.85, -4.20], [-7.82, -2.02, -5.17], [-7.04, -1.08, -5.84], [-5.68, -0.97, -5.55], [-5.42, -3.39, -3.18], [-7.86, -3.58, -3.68], [-8.88, -2.11, -5.40], [-7.48, -0.44, -6.59], [-5.06, -0.24, -6.05]]
}

Record 3
{
  "formula": "C3H13NO2S",
  "method": "the ωB97M-V functional and the def2-TZVPD basis",
  "lumo_energy_ev": 0.54,
  "homo_ev": -9.364,
  "smiles": "C[C@H](N)CS.O.O",
  "orbital_gap_ev": 9.91,
  "species": ["C", "C", "C", "S", "N", "H", "H", "H", "H", "H", "H", "H", "H", "H", "H", "H", "O", "H", "H", "O"],
  "positions_angstrom": [[-2.28, -0.56, -1.14], [-0.82, -0.73, -0.88], [-0.77, -1.21, 0.57], [0.92, -1.13, 1.42], [-0.33, -1.84, -1.72], [-2.86, 0.17, -0.59], [-2.30, -0.15, -2.25], [-2.81, -1.49, -1.10], [-0.36, 0.32, -0.94], [-0.99, -2.37, 0.58], [-1.58, -0.63, 1.28], [1.56, -2.19, 0.86], [-0.69, -1.60, -2.70], [0.66, -1.63, -1.91], [1.49, 1.34, 2.99], [0.21, 1.84, 2.18], [0.84, 2.10, 2.90], [3.82, 3.87, 0.28], [2.96, 2.62, 0.42], [3.30, 3.26, -0.24]]
}

Record 4
{
  "formula": "C7H4Cl2",
  "method": "the ωB97M-V functional and the def2-TZVPD basis",
  "lumo_energy_ev": [0.28, -3.81],
  "multiplicity": 3,
  "s_squared": 2.0331,
  "homo_ev": [-5.960, -8.585],
  "orbital_gap_ev": [6.24, 4.78],
  "species": ["C", "C", "C", "C", "C", "C", "C", "Cl", "Cl", "H", "H", "H", "H"],
  "positions_angstrom": [[0.85, 0.37, -0.03], [0.36, -0.72, 0.56], [0.05, 1.20, -0.85], [-1.04, -1.10, 0.72], [-0.42, 1.70, -1.84], [-2.22, -0.65, 0.38], [-3.40, -0.10, 0.25], [-4.01, 1.06, 1.50], [-4.45, -0.32, -1.14], [1.84, 0.63, -0.07], [1.13, -1.39, 1.03], [-0.93, 2.42, -2.39], [-1.09, -1.93, 1.30]]
}

Record 5
{
  "formula": "C6H11O",
  "method": "the ωB97M-V functional and the def2-TZVPD basis",
  "lumo_energy_ev": 3.64,
  "charge": -1,
  "homo_ev": -2.256,
  "smiles": "C/C=C/CCC[O-]",
  "orbital_gap_ev": 5.90,
  "species": ["C", "O", "C", "C", "C", "C", "C", "H", "H", "H", "H", "H", "H", "H", "H", "H", "H", "H"],
  "positions_angstrom": [[1.52, -1.70, 0.35], [1.14, -2.53, -0.64], [0.26, -1.25, 1.18], [-0.77, -0.57, 0.31], [-0.37, 0.82, -0.12], [-1.17, 1.88, -0.24], [-0.68, 3.11, -0.94], [2.06, -0.76, 0.06], [2.20, -2.22, 1.08], [-0.12, -2.19, 1.62], [0.42, -0.66, 2.10], [-0.87, -1.05, -0.67], [-1.72, -0.47, 0.82], [0.66, 1.02, -0.38], [-2.23, 1.81, -0.03], [0.39, 3.08, -1.12], [-0.98, 4.13, -0.69], [-1.12, 3.22, -1.94]]
}

Record 6
{
  "formula": "C4H2HgO2",
  "method": "the ωB97M-V functional and the def2-TZVPD basis",
  "lumo_energy_ev": [-0.30, -3.03],
  "multiplicity": 3,
  "s_squared": 2.0070,
  "homo_ev": [-7.746, -7.894],
  "orbital_gap_ev": [7.45, 4.86],
  "species": ["O", "C", "H", "C", "C", "C", "O", "Hg", "H"],
  "positions_angstrom": [[-0.70, -0.77, -1.35], [0.15, 0.00, -0.90], [0.92, 0.42, -1.58], [1.10, 1.58, 0.82], [0.23, 0.58, 0.48], [-0.17, -0.42, 1.46], [-1.09, -1.21, 1.48], [-2.06, -2.12, -0.31], [1.62, 1.94, -0.09]]
}

Record 7
{
  "formula": "C10H14BN7O2Pb",
  "method": "the ωB97M-V functional and the def2-TZVPD basis",
  "lumo_energy_ev": [-10.56, -9.98],
  "charge": 2,
  "homo_ev": [-14.605, -14.760],
  "orbital_gap_ev": [4.04, 4.78],
  "species": ["H", "N", "B", "N", "C", "Pb", "H", "C", "H", "C", "H", "C", "H", "H", "H", "N", "N", "N", "N", "C", "C", "H", "H", "C", "C", "C", "C", "H", "H", "H", "H", "H", "O", "N", "O"],
  "positions_angstrom": [[0.12, -2.19, 2.17], [0.73, -1.74, 0.19], [1.65, -1.76, -2.13], [1.21, -2.51, -0.85], [1.27, -3.81, -0.47], [1.01, 1.22, 0.68], [1.63, -4.57, -1.14], [0.82, -3.89, 0.86], [0.73, -4.76, 1.47], [0.50, -2.56, 1.22], [2.14, -2.53, -2.90], [0.39, 2.95, -0.44], [-0.03, 3.65, 0.30], [-0.39, 2.69, -1.17], [1.24, 3.41, -0.96], [2.61, -0.59, -1.70], [0.39, -1.10, -2.76], [2.34, 0.50, -0.86], [-0.16, -0.03, -2.08], [3.87, -0.49, -2.14], [-0.28, -1.34, -3.91], [4.25, -1.27, -2.79], [0.02, -2.15, -4.56], [4.46, 0.66, -1.63], [-1.30, -0.39, -4.00], [3.47, 1.27, -0.84], [-1.18, 0.41, -2.84], [5.46, 1.01, -1.80], [-2.03, -0.28, -4.79], [3.53, 2.21, -0.29], [-1.78, 1.25, -2.53], [1.58, 0.17, 2.04], [-2.97, 1.21, 2.20], [-1.87, 1.18, 1.65], [-1.41, 0.10, 1.18]]
}

Record 8
{
  "formula": "C5H11N2",
  "method": "the ωB97M-V functional and the def2-TZVPD basis",
  "lumo_energy_ev": -4.68,
  "charge": 1,
  "homo_ev": -12.509,
  "orbital_gap_ev": 7.83,
  "species": ["C", "C", "C", "C", "C", "N", "N", "H", "H", "H", "H", "H", "H", "H", "H", "H", "H", "H"],
  "positions_angstrom": [[-0.94, 2.02, -2.67], [-0.62, -2.60, 1.06], [1.78, 1.36, 1.25], [-0.29, -1.64, 0.01], [-0.38, 0.61, -0.76], [-0.76, 1.21, -1.73], [-0.76, -0.43, 0.00], [-1.59, 2.87, -2.52], [0.28, -2.88, 1.61], [-1.35, -2.21, 1.77], [-1.01, -3.53, 0.62], [1.95, 0.38, 0.82], [2.63, 1.62, 1.86], [0.89, 1.36, 1.87], [-0.50, 1.85, -3.64], [0.38, -1.93, -0.79], [1.68, 2.10, 0.46], [-1.37, -0.16, 0.78]]
}

| no. | DFT total energy (hartree) |
| --- | --- |
| 1 | -3584.8353 |
| 2 | -2874.6085 |
| 3 | -725.4693 |
| 4 | -1189.2175 |
| 5 | -310.3995 |
| 6 | -457.2655 |
| 7 | -1140.0810 |
| 8 | -306.2446 |